1.
DFT (ωB97M-V/def2-TZVPD) results for one molecule with the formula C5H14N2.

XYZ file:
```
21
Properties=species:S:1:pos:R:3:nbo_charge:R:1
C -2.40 -1.03 0.68 -0.610
C -2.06 -0.33 -0.65 -0.390
C -0.89 0.64 -0.62 -0.396
C 0.37 0.08 0.07 -0.072
N 0.78 -1.17 -0.57 -0.846
C 1.46 1.15 0.09 -0.230
N 2.69 0.79 0.82 -0.814
H -1.60 -1.66 1.04 0.203
H -2.69 -0.32 1.46 0.196
H -3.26 -1.66 0.47 0.210
H -1.89 -1.11 -1.39 0.208
H -2.96 0.21 -0.95 0.197
H -1.17 1.56 -0.11 0.197
H -0.63 0.89 -1.64 0.198
H 0.06 -0.15 1.10 0.184
H 1.35 -0.97 -1.38 0.352
H 1.33 -1.76 0.03 0.359
H 1.73 1.40 -0.93 0.180
H 1.10 2.06 0.59 0.194
H 2.45 0.68 1.80 0.342
H 2.95 -0.16 0.54 0.338
```

Values from the calculation:
Lowest unoccupied orbital energy, eV: 1.0
Charge: 0
2S+1: 1
HOMO level, eV: -9.17
HOMO-LUMO gap, eV: 10.182

=====

2.
DFT (ωB97M-V/def2-TZVPD) results for a 2-piece molecular cluster, C5H14N2 overall.

XYZ file:
```
21
Properties=species:S:1:pos:R:3:nbo_charge:R:1
C -1.75 -2.78 0.41 -0.638
C -1.20 -1.84 1.48 -0.277
C -0.94 -0.54 1.25 -0.017
N -0.56 0.41 2.27 -0.811
H -1.92 -2.33 -0.63 0.212
H -1.08 -3.67 0.33 0.213
H -2.78 -3.14 0.66 0.213
H -1.10 -2.25 2.53 0.194
H -1.27 -0.07 0.31 0.186
H 0.17 1.00 1.90 0.364
H -0.17 -0.15 3.04 0.360
C 1.87 2.35 -0.90 -0.619
C 0.98 1.20 -1.32 -0.218
N 1.17 0.99 -2.74 -0.839
H 1.92 3.08 -1.69 0.221
H 1.51 2.84 0.01 0.206
H 2.90 1.98 -0.74 0.200
H 1.20 0.29 -0.70 0.162
H -0.08 1.38 -1.13 0.183
H 2.10 0.60 -2.99 0.351
H 0.55 0.26 -3.12 0.354
```

Values from the calculation:
Lowest unoccupied orbital energy, eV: 1.0
Charge: 0
2S+1: 1
HOMO level, eV: -8.36
HOMO-LUMO gap, eV: 9.366

=====

3.
DFT (ωB97M-V/def2-TZVPD) results for one molecule with the formula C5H14N2.

XYZ file:
```
21
Properties=species:S:1:pos:R:3:nbo_charge:R:1
C 1.94 -1.11 -1.64 -0.638
C 1.08 -1.09 -0.46 -0.418
C 0.11 0.17 -0.32 -0.036
C 0.86 1.42 -0.72 -0.610
N -0.31 0.44 1.12 -0.622
C -1.67 -0.16 1.50 -0.038
N -2.81 0.70 1.80 -0.912
H 2.67 -2.03 -1.42 0.213
H 1.39 -1.31 -2.57 0.218
H 2.79 -0.45 -1.61 0.219
H 0.38 -2.00 -0.52 0.195
H 1.66 -1.32 0.44 0.218
H -0.77 -0.11 -0.83 0.179
H 1.57 1.60 -0.02 0.211
H 1.34 1.08 -1.54 0.210
H 0.18 2.33 -1.01 0.202
H -0.55 1.45 1.25 0.346
H -1.85 -0.99 0.72 0.151
H -1.54 -0.86 2.47 0.151
H -3.82 0.50 1.70 0.396
H -2.66 1.74 1.64 0.364
```

Values from the calculation:
Lowest unoccupied orbital energy, eV: 1.1
Charge: 0
2S+1: 1
HOMO level, eV: -8.51
HOMO-LUMO gap, eV: 9.592

=====

4.
DFT (ωB97M-V/def2-TZVPD) results for one molecule with the formula C5H14N2.

XYZ file:
```
21
Properties=species:S:1:pos:R:3:nbo_charge:R:1
C -0.15 0.74 -2.73 -0.412
N -0.08 0.01 -1.47 -0.644
C -1.05 0.50 -0.52 -0.223
C -1.34 -0.46 0.62 -0.408
C -0.41 -0.38 1.83 -0.395
C 1.07 -0.78 1.62 -0.207
N 1.79 0.21 0.82 -0.903
H -0.91 0.33 -3.35 0.185
H 0.79 0.67 -3.27 0.196
H -0.35 1.81 -2.59 0.161
H 0.86 -0.05 -1.21 0.371
H -1.93 0.58 -1.16 0.195
H -0.82 1.51 -0.15 0.155
H -1.40 -1.48 0.26 0.213
H -2.33 -0.21 0.98 0.204
H -0.77 -1.10 2.57 0.206
H -0.41 0.58 2.29 0.199
H 1.46 -0.75 2.64 0.181
H 1.19 -1.76 1.16 0.176
H 1.39 0.95 0.29 0.378
H 2.77 0.18 0.90 0.372
```

Values from the calculation:
Lowest unoccupied orbital energy, eV: 1.2
Charge: 0
2S+1: 1
HOMO level, eV: -8.37
HOMO-LUMO gap, eV: 9.569

=====

Results for molecular weight: 102.18, 102.18, 102.18, 102.18 (in g/mol, following the order of the records).
Results for max |F|: 0.018, 0.039, 0.100, 0.035 (in hartree/bohr, following the order of the records).
Results for E: -308.41183, -308.37015, -308.31282, -308.37818 (in a.u., following the order of the records).